# 1
37
Properties=species:S:1:pos:R:3:forces:R:3 method="wB97M-V/def2-TZVPD" max_force_ha_per_bohr=0.031 homo_lumo_gap_ev=8.6867 e_tot_ha=-1327.8046 smiles="CCc1ccc(-c2ccc3nnc(SCC(N)=O)n3n2)cc1" relative_energy_kj_mol=147.9 homo_energy_ev=-8.89
C 4.8650 1.9909 1.3194 -0.033 0.178 -0.101
C 3.8373 2.5997 0.3626 0.122 -0.135 0.137
C 2.7523 1.6072 0.0635 -0.047 0.108 -0.108
C 2.8705 0.7276 -1.0064 0.033 0.049 0.057
C 1.8980 -0.2209 -1.2560 -0.179 -0.065 0.083
C 0.7717 -0.2993 -0.4410 0.270 0.317 0.068
C -0.2659 -1.3039 -0.7036 -0.500 -0.249 -0.144
C 0.1074 -2.6596 -0.9598 -0.297 -0.488 -0.107
C -0.8492 -3.6026 -1.1754 0.364 0.256 0.041
C -2.1889 -3.1741 -1.1569 -0.226 0.523 0.080
N -3.3361 -3.7954 -1.3433 0.852 -1.039 -0.216
N -4.3060 -2.9058 -1.2222 -0.779 0.578 0.149
C -3.7906 -1.7285 -0.9604 -0.100 0.775 0.113
S -4.7025 -0.2538 -0.7848 -0.108 -0.032 0.218
C -4.3581 0.1220 0.9750 -0.041 -0.293 -0.371
C -2.9608 0.6754 1.2062 -0.418 0.202 -0.094
N -2.6339 1.6958 0.3904 0.030 0.551 0.010
O -2.2498 0.2632 2.0958 0.193 -0.191 0.362
N -2.4296 -1.8272 -0.9109 -0.027 -1.553 -0.266
N -1.5082 -0.9045 -0.6814 0.443 0.782 0.071
C 0.6480 0.5749 0.6356 0.001 -0.167 -0.066
C 1.6329 1.5118 0.8822 0.048 0.022 -0.095
H 5.6505 2.7096 1.5398 0.115 0.021 0.069
H 5.3174 1.1064 0.8766 0.059 -0.093 0.001
H 4.3875 1.7002 2.2523 -0.004 -0.052 0.099
H 4.3368 2.8944 -0.5624 -0.059 0.073 0.004
H 3.4066 3.4927 0.8197 0.003 0.034 -0.087
H 3.7352 0.7873 -1.6518 0.091 0.031 -0.078
H 1.9994 -0.8861 -2.1017 0.016 -0.074 -0.080
H 1.1546 -2.9159 -0.9505 0.075 -0.042 0.013
H -0.6321 -4.6423 -1.3564 0.061 -0.101 -0.013
H -4.5158 -0.7779 1.5677 0.073 0.134 0.023
H -5.0991 0.8728 1.2511 0.000 0.004 0.042
H -1.6840 2.0299 0.3961 -0.048 -0.046 -0.006
H -3.1907 1.8714 -0.4298 0.154 -0.087 -0.002
H -0.2024 0.4849 1.2945 -0.132 -0.011 0.084
H 1.5327 2.1795 1.7260 -0.006 0.081 0.109

# 2
83
Properties=species:S:1:pos:R:3:forces:R:3 method="wB97M-V/def2-TZVPD" max_force_ha_per_bohr=0.232 homo_lumo_gap_ev=9.1202 e_tot_ha=-2078.9510 smiles="NC(N)=O.NC(N)=O.NC(N)=O.NC(N)=O.NC(N)=O.NC(N)=O.NC(N)=O.CCO.CO.CO.CO" relative_energy_kj_mol=931.8 homo_energy_ev=-8.90
N -26.3230 13.8990 -11.2090 -0.106 -3.090 -2.634
C -26.3480 15.1860 -10.8690 -2.251 4.862 -5.367
N -25.7850 15.4980 -9.7470 1.920 0.771 2.280
O -26.9020 16.0580 -11.6900 1.740 -2.761 3.109
H -26.6780 13.7740 -12.2090 0.468 0.238 2.078
H -25.3770 13.4000 -11.0910 -1.177 1.038 -0.219
H -25.6770 16.4840 -9.5250 -0.372 -0.601 -0.094
H -25.3130 14.8160 -9.0670 -0.673 1.386 -1.198
N -23.9050 12.7280 -11.0320 0.065 0.240 2.809
C -24.1950 11.8370 -11.9480 -2.179 -7.242 2.048
N -24.1090 12.3240 -13.1230 0.383 2.613 -6.755
O -24.6590 10.5460 -11.7370 2.049 6.311 -0.484
H -24.1330 12.5070 -10.0470 0.856 -0.040 -0.407
H -23.2890 13.4990 -11.1720 0.643 0.139 -0.312
H -24.2950 11.7110 -13.9270 0.174 0.454 0.801
H -23.9180 13.3630 -13.3870 -0.405 -2.828 1.095
N -22.4680 17.2030 -7.7760 2.844 0.108 -0.762
C -23.7300 17.1520 -7.5070 -1.962 -3.861 5.875
N -24.5370 17.8230 -8.2240 -2.995 2.557 -3.983
O -24.1670 16.3960 -6.4360 1.989 3.210 -3.360
H -21.9100 16.5540 -7.2580 0.541 -0.167 -0.155
H -22.0880 17.7550 -8.5550 -0.222 -0.664 0.841
H -25.5880 17.8220 -7.9850 1.483 -0.218 -0.071
H -24.1650 18.1410 -9.1830 -1.188 -0.369 2.285
N -20.4860 12.0840 -7.8700 -1.373 -1.439 2.511
C -19.9610 12.2990 -9.0460 -1.895 3.087 -5.449
N -18.6840 11.9930 -9.1490 3.451 -0.864 -2.606
O -20.5890 12.9280 -10.1370 2.608 -3.025 5.423
H -21.4250 12.4860 -7.8630 -0.478 -0.190 0.909
H -20.1640 11.3890 -7.0970 -0.636 1.998 -2.392
H -18.2810 12.0740 -10.1490 -0.821 -0.335 2.705
H -18.1720 11.5020 -8.3880 -0.639 0.707 -1.265
N -24.4840 12.3180 -8.5240 -1.021 -2.858 -0.019
C -24.0130 13.3340 -7.8170 4.523 -0.761 0.817
N -24.9940 14.2030 -7.5960 1.697 1.322 1.626
O -22.7240 13.4800 -7.4900 -5.586 0.122 -0.989
H -23.9650 11.4190 -8.5590 0.165 1.294 0.226
H -25.5670 12.2300 -8.6170 2.610 -0.063 0.509
H -24.6140 14.9580 -7.0200 -0.797 0.876 0.249
H -25.9700 13.9660 -7.6310 -0.007 -0.142 0.416
N -26.8640 15.8740 -5.5050 2.877 -0.004 2.203
C -27.5900 16.3270 -6.4380 1.123 4.891 -6.452
N -28.8060 15.7530 -6.5140 -2.133 -0.630 0.259
O -27.0650 17.2490 -7.4040 -3.466 -4.447 4.485
H -25.9140 16.2440 -5.4620 0.170 -0.225 0.123
H -27.2340 15.2600 -4.8140 0.134 -0.251 0.454
H -29.4860 16.0090 -7.2570 0.824 -0.145 1.171
H -29.0490 15.0040 -5.7840 0.150 1.749 -1.820
N -27.7620 13.9800 -8.3820 -0.803 3.324 0.452
C -27.7640 12.6850 -8.3190 -7.360 -3.386 8.741
N -27.0240 12.1180 -9.1590 2.352 -2.590 -4.634
O -28.5120 11.9860 -7.3050 3.907 3.550 -4.792
H -28.1770 14.5720 -7.6270 0.243 -1.139 -1.319
H -27.4560 14.4370 -9.2440 -0.382 -0.056 0.915
H -27.0930 11.1140 -9.3310 -0.097 0.537 -0.039
H -26.7000 12.8080 -9.9120 -0.618 -1.683 0.044
C -23.3410 13.7970 -2.8270 -1.711 0.083 -2.459
C -22.8790 14.6640 -4.0130 -0.359 -1.247 -0.360
O -23.1620 16.0230 -3.8130 0.805 0.393 0.692
H -22.8720 14.0380 -1.9390 0.922 0.779 1.866
H -23.1300 12.7590 -3.0280 0.252 -0.411 -0.188
H -24.4440 13.8440 -2.7230 0.571 0.229 0.216
H -23.3940 14.4380 -4.9500 -0.226 -0.818 0.065
H -21.8370 14.3830 -4.2570 0.076 0.689 0.395
H -22.9410 16.4340 -4.6570 -0.466 0.263 -0.030
C -26.2130 12.7120 -4.7810 -0.086 -1.005 -0.373
O -26.4700 11.2930 -4.5700 0.319 1.316 -0.020
H -26.7150 13.2500 -4.0270 -0.602 0.790 1.492
H -26.7430 13.0440 -5.6880 0.847 -0.242 -0.245
H -25.1380 12.9920 -4.6620 -0.914 -0.604 -0.712
H -27.4310 11.2630 -4.4560 0.278 -0.358 -0.220
C -23.4420 10.8470 -5.5540 -0.319 0.530 2.411
O -23.1330 9.5620 -5.0920 0.609 -1.554 0.209
H -22.6250 11.2070 -6.1360 0.328 0.604 -0.470
H -23.6570 11.4970 -4.6650 0.401 -0.194 -0.988
H -24.3560 10.7630 -6.0810 -0.817 0.305 -0.879
H -23.1060 9.4960 -4.1340 -0.116 0.256 -0.192
C -24.3330 9.3650 -8.3920 -2.448 -0.572 -1.075
O -23.0960 9.9930 -8.4450 0.971 -0.083 0.307
H -24.6830 9.1230 -9.4010 0.400 -0.198 -0.179
H -25.1660 10.0220 -8.0560 0.856 0.007 0.358
H -24.4520 8.4780 -7.8010 0.623 -0.442 0.561
H -22.3700 9.4460 -8.1100 -0.538 0.175 -0.065

# 3
8
Properties=species:S:1:pos:R:3:forces:R:3 method="wB97M-V/def2-TZVPD" max_force_ha_per_bohr=0.109 homo_lumo_gap_ev=11.2316 e_tot_ha=-1346.5198 smiles="O=S(=O)(Cl)C(F)(F)F" relative_energy_kj_mol=61.6 homo_energy_ev=-11.94
O 0.6888 1.5157 1.2749 -0.495 -4.362 -2.978
S 0.8096 0.3684 0.2813 1.703 5.251 1.008
O 1.6129 0.6476 -0.8893 -1.012 -0.820 0.909
Cl 1.6022 -1.2080 1.2299 -0.437 -0.145 -0.036
C -0.8597 -0.2475 -0.3863 -1.416 1.204 1.584
F -0.8253 -1.1119 -1.3276 0.995 -1.270 -0.915
F -1.5424 0.8056 -0.8629 0.647 -0.138 0.769
F -1.4861 -0.7698 0.6799 0.016 0.279 -0.341